Record 1
Molecular formula: C11H19BCl3HfNO
Method: DFT, ωB97M-V/def2-TZVPD

```
! wB97M-V def2-TZVPD RIJCOSX def2/J DEFGRID3
* xyz -2 1
C -1.005 2.241 -2.003
H 2.488 1.270 -2.963
C 0.512 0.516 4.916
H 2.745 -1.279 -0.841
C 2.000 1.259 -1.974
H 1.757 2.286 -1.683
H 2.360 -2.274 -2.298
Cl -1.856 -0.367 1.326
H 2.764 0.910 -1.270
C 0.796 0.408 -1.870
O 1.951 1.311 0.952
H -1.972 2.363 -1.505
H 1.702 -2.728 -0.689
C 0.767 -1.008 -1.578
C -1.105 -2.778 -1.287
N 0.704 0.824 3.796
H -3.324 0.654 -1.790
Cl 1.154 -1.622 1.890
H -3.384 -1.098 -1.537
H -0.866 0.729 6.529
C -0.546 0.855 -1.907
C -1.404 -0.283 -1.796
H -1.136 2.523 -3.050
C -0.592 -1.416 -1.512
Hf 0.314 0.652 1.777
Cl -0.634 2.896 1.589
B 0.227 0.225 6.344
H -2.042 -2.802 -0.729
H 0.150 -0.991 6.401
H -2.990 -0.447 -3.128
H -1.280 -3.226 -2.270
H -0.412 -3.408 -0.741
C -2.844 -0.293 -2.052
H 1.160 0.767 6.934
H -0.316 2.943 -1.539
H 2.203 2.254 0.901
C 1.952 -1.868 -1.347
*
```

Relative energy (zero: lowest compared OMol25 entry of this formula, charge and spin) in eV: 0.092
E_LUMO in eV: 4.92
HOMO level in eV: 0.359
Gap between HOMO and LUMO in eV: 4.558

Record 2
Molecular formula: C11H19BF12N2O6S2
Method: DFT, ωB97M-V/def2-TZVPD

```
! wB97M-V def2-TZVPD RIJCOSX def2/J DEFGRID3
* xyz 0 1
H 2.889 -0.971 0.414
H 2.270 1.916 -1.469
O -1.029 -3.891 0.652
H 5.101 -0.286 -0.615
F -4.429 -5.227 -0.201
N 3.002 -0.766 -0.579
O 4.518 2.467 -0.223
N 2.494 1.540 0.538
H -0.172 0.169 2.299
H 0.745 1.764 -0.660
C 4.139 0.193 -0.730
F -4.825 1.336 0.262
C -3.467 1.234 0.216
O 3.427 4.552 -0.521
H -2.088 -1.536 1.789
C 0.534 -0.968 -0.811
H 4.090 0.612 -1.728
F -2.602 -5.450 -1.325
C -3.036 -0.272 0.467
H 2.183 0.888 1.247
C 0.234 -1.133 0.679
H 0.726 -1.966 -1.212
H -0.590 0.908 0.794
H 1.886 -0.145 -2.209
S -2.913 2.028 -1.433
O -3.079 -3.636 1.933
F -4.270 2.818 -1.600
H -0.250 -2.090 0.803
H 4.387 1.045 1.221
O -2.133 -5.864 1.580
C 1.741 1.350 -0.708
F -2.411 2.630 -2.802
O 4.244 3.955 1.659
F -4.193 -0.912 0.778
C -0.632 -0.031 1.333
C -3.237 -4.679 -0.434
F -2.296 3.303 -0.701
H 1.175 -1.197 1.235
H -0.296 -0.579 -1.384
F -3.506 0.810 -2.222
H -2.477 -0.017 2.525
C 1.753 -0.131 -1.129
S -2.264 -4.508 1.117
B 4.035 3.654 0.333
C 3.908 1.334 0.281
F -1.490 1.313 -1.309
F -2.544 -0.870 -0.642
H 3.409 3.982 2.132
F -2.970 1.994 1.240
F -3.446 -3.489 -1.017
H 2.532 4.738 -0.234
H 3.205 -1.617 -1.096
C -2.074 -0.460 1.625
*
```

E_LUMO in eV: -1.10
HOMO level in eV: -8.462
Gap between HOMO and LUMO in eV: 7.360

Record 3
Molecular formula: C11H19Br3CaF2N3O4
Method: DFT, ωB97M-V/def2-TZVPD

```
! wB97M-V def2-TZVPD RIJCOSX def2/J DEFGRID3
* xyz 1 1
C 4.399 -0.282 -3.673
H 1.506 -0.494 3.144
N -2.251 0.399 2.597
H -1.119 1.454 -0.103
H -4.912 -1.202 3.250
H 3.874 -1.637 2.241
H 0.903 0.803 -3.137
C -2.305 1.607 1.711
Br 4.378 -0.537 -5.571
C -2.433 -0.297 -0.005
H -0.592 1.555 -2.597
O -1.024 -1.447 -2.308
C 3.387 -0.697 1.998
O 4.525 -0.446 -0.153
H 1.370 1.253 1.393
O 2.377 0.102 0.025
H 0.225 0.377 -1.578
C 1.866 -0.756 2.151
C 1.402 0.217 1.059
H 0.422 -0.037 0.647
F -1.419 2.536 2.106
H -4.856 0.540 3.219
C -0.836 -0.481 -3.235
C -0.025 0.630 -2.595
O -1.262 -0.495 -4.354
H -1.414 -0.110 2.323
F 0.356 2.073 -0.555
H 1.514 -1.773 1.925
Br 3.248 -1.575 -2.786
H -2.991 -0.371 -0.927
H 3.822 0.111 2.586
C 3.549 -0.367 0.523
N -3.261 -0.980 1.057
H -4.184 -1.230 0.724
H -2.838 1.810 -0.346
N -4.467 -0.351 2.965
H 5.398 -0.485 -3.319
C -3.352 -0.343 2.203
H -3.295 2.032 1.901
Ca 0.073 -2.922 -1.383
H -1.516 -0.882 -0.209
C -2.168 1.204 0.248
Br 3.927 1.494 -3.162
*
```

E_LUMO in eV: -5.73
HOMO level in eV: -10.377
Gap between HOMO and LUMO in eV: 4.646

Record 4
Molecular formula: C11H19BrF4NO6PS
Method: DFT, ωB97M-V/def2-TZVPD

```
! wB97M-V def2-TZVPD RIJCOSX def2/J DEFGRID3
* xyz 0 1
C 1.120 -5.828 0.383
Br 1.089 3.306 -2.580
O 1.089 -0.834 1.899
F -2.124 -0.631 2.252
H -2.202 1.694 -1.178
C -0.962 1.263 -4.121
P -0.394 0.268 -0.461
H -3.363 3.364 0.156
H -0.448 -1.111 -0.222
H -1.787 4.058 -0.308
O -1.696 2.270 0.758
C -1.921 1.283 -0.202
C 1.222 2.569 -0.781
H -2.313 4.084 1.397
O -1.858 1.922 -3.727
H 2.297 -4.272 2.429
C 2.440 3.165 -0.069
O 0.523 -3.562 -0.012
H 3.198 3.488 -0.781
S 0.278 0.369 1.821
C -2.327 3.511 0.473
H 1.087 -2.964 2.355
H -0.206 -0.594 -4.073
N -0.333 0.221 -3.478
C 1.256 -4.026 2.211
H 0.328 2.916 -0.271
H 2.892 2.432 0.598
C 0.927 -4.383 0.782
O 0.828 1.631 2.274
H 0.851 -5.965 -0.662
H -2.708 0.585 0.107
C 1.234 1.023 -0.806
H 0.629 -4.611 2.887
O -1.973 -0.887 -2.300
F -0.770 -0.845 3.947
H 2.140 4.026 0.526
H 2.160 -6.122 0.536
H 1.900 0.710 0.000
F -0.377 1.481 -5.300
F -1.684 1.075 3.526
C -1.161 -0.017 2.977
H 1.628 0.593 -1.726
C -1.010 -0.182 -2.247
H 0.502 -6.473 1.010
*
```

E_LUMO in eV: 0.16
HOMO level in eV: -9.007
Structure (SMILES): COC[PH](C[C@@H](C)Br)(C(=O)NC(=O)F)S(=O)(=O)C(F)(F)F.CC(C)=O
Gap between HOMO and LUMO in eV: 9.165

Record 5
Molecular formula: C11H19BrIN5O6P2
Method: DFT, ωB97M-V/def2-TZVPD

```
! wB97M-V def2-TZVPD RIJCOSX def2/J DEFGRID3
* xyz 0 1
C 0.393 2.883 0.509
O -3.142 -4.578 -0.210
C -1.334 -4.492 -3.303
I 4.632 4.575 1.591
C 3.302 4.164 -1.410
N -1.355 -1.502 2.607
H -0.179 -0.439 1.241
C 2.119 4.318 -0.569
O 1.531 5.164 1.961
H -1.392 -3.597 -3.926
C -0.460 -1.757 3.576
H -3.435 -1.750 2.495
P 0.836 5.107 -1.736
H 2.377 2.867 1.029
H 2.040 1.823 -1.787
H -3.280 -5.530 -2.000
C -2.776 -4.797 -1.349
C 1.798 2.926 0.100
O 0.533 -1.087 3.795
C -0.983 -3.198 -1.188
O 1.478 0.575 -0.220
H -0.710 -2.654 4.170
Br -0.045 3.321 -2.769
P 2.569 5.609 0.785
H -0.661 4.757 -0.151
H 0.675 4.845 1.645
H -1.935 -0.272 1.023
C -1.133 -0.346 1.754
C -2.521 -2.336 2.377
N 2.271 -0.637 -0.233
H -0.310 -4.869 -3.326
H -1.994 -5.249 -3.719
H -1.638 -2.378 -0.887
H -0.563 -3.644 -0.286
H -1.106 0.563 2.353
H -2.537 -3.159 3.087
N 4.208 3.978 -2.090
O 2.644 -0.912 -1.296
C 2.220 1.694 -0.724
H -0.179 -2.807 -1.807
N -0.704 2.844 0.854
N -1.732 -4.189 -1.943
H -2.493 -2.752 1.370
H 3.284 1.533 -0.541
O -0.341 5.500 -0.695
*
```

E_LUMO in eV: -0.84
HOMO level in eV: -8.984
Structure (SMILES): N#C[C@@H](CON=O)[C@@](C#N)(P(O)Br)P(O)I.CN(C)C=O.CN(C)C=O
Gap between HOMO and LUMO in eV: 8.145

Record 6
Molecular formula: C11H19Cl3O2Tc
Method: DFT, ωB97M-V/def2-TZVPD

```
! wB97M-V def2-TZVPD RIJCOSX def2/J DEFGRID3
* xyz -2 4
H 0.460 2.174 4.732
H -0.222 2.842 -1.476
H -3.288 0.758 -0.660
H 2.199 1.844 4.576
H -1.407 2.247 -2.653
C -0.652 0.759 -1.343
H 1.746 2.041 -1.862
H -0.461 -3.598 -0.698
Cl -2.428 -2.298 2.041
H -3.213 -0.885 0.036
H 2.225 -2.148 -2.193
C -1.063 2.153 -1.613
C 1.793 -2.050 -1.186
C -0.741 -1.536 -1.072
O 0.868 -0.567 1.859
Cl -1.091 1.926 1.920
H -3.545 -0.659 -1.709
H 2.157 3.335 1.194
C 0.674 0.247 -1.398
H -1.681 -3.248 -1.949
H -2.049 -2.980 -0.211
H -1.883 2.461 -0.963
Cl 1.034 -0.077 5.067
H 0.024 -1.050 1.986
H 1.521 -3.051 -0.837
H 2.657 0.889 -0.852
C 1.199 1.497 4.265
C -1.521 -0.343 -1.074
O 2.300 2.494 1.668
H 2.578 -1.657 -0.531
C 0.623 -1.157 -1.193
C 1.930 0.978 -1.678
H 2.408 0.559 -2.577
Tc 1.078 1.279 2.226
C -1.259 -2.904 -0.991
C -2.969 -0.274 -0.850
*
```

E_LUMO (alpha / beta) in eV: 4.88 / 4.51
HOMO level (alpha / beta) in eV: 0.415 / 0.934
Gap between HOMO and LUMO (alpha / beta) in eV: 4.466 / 3.575

Record 7
Molecular formula: C11H19Cl3O4OsS
Method: DFT, ωB97M-V/def2-TZVPD

```
! wB97M-V def2-TZVPD RIJCOSX def2/J DEFGRID3
* xyz -2 5
C -2.137 1.865 -1.544
H -3.149 1.577 -1.261
H 1.677 1.553 5.472
C 0.782 -0.445 -1.194
O 2.394 0.769 2.138
C -1.464 -0.642 -1.833
H 0.130 2.778 -0.187
C 2.233 -0.697 -1.022
C 2.233 1.731 4.552
H -0.673 -3.464 -1.672
H 2.581 -0.300 -0.058
Cl 0.418 -1.935 1.414
Cl -2.250 -2.824 0.309
H -2.869 -2.162 -2.323
O 0.536 0.102 3.642
H -2.145 2.221 -2.582
H 1.829 2.611 4.041
H -0.542 0.489 2.352
C 0.853 2.009 -0.458
C 0.030 -2.764 -2.130
H -0.096 -2.822 -3.218
C -2.654 -1.125 -2.580
H 1.441 1.747 0.434
O 2.817 -0.768 4.012
C -1.215 0.714 -1.382
H 1.541 2.423 -1.209
H 2.800 -0.188 -1.815
S 1.991 0.313 3.479
Cl -3.554 -0.166 0.492
H -2.483 -1.064 -3.660
H 1.044 -3.072 -1.874
O -1.112 0.783 1.592
H 3.295 1.867 4.755
H 2.456 -1.763 -1.078
Os -1.338 -0.943 0.249
H -3.525 -0.521 -2.323
C 0.160 0.807 -0.973
H -1.816 2.685 -0.899
C -0.217 -1.378 -1.658
*
```

Relative energy (zero: lowest compared OMol25 entry of this formula, charge and spin) in eV: 0.000
E_LUMO (alpha / beta) in eV: 4.85 / 4.83
HOMO level (alpha / beta) in eV: 0.466 / -1.525
Gap between HOMO and LUMO (alpha / beta) in eV: 4.380 / 6.351

Computed DFT total energy, in the same sequence as the records: -54810.4428, -81937.5351, -258367.3723, -126524.6642, -128169.3371, -55575.0330, -70775.4139 eV.